(1)
Formula: C32H60Cl40N3OS
Source: the OMol25 dataset
Level of theory: wB97M-V/def2-TZVPD

## Properties
Charge: +1
Gap between HOMO and LUMO (eV): 7.522
2S+1: 1
Molar mass (g mol⁻¹): 1953.04
HOMO level (hartree): -0.4257

Structure (XYZ):
```
137
Properties=species:S:1:pos:R:3:forces:R:3
C 4.4721 0.2395 -0.5105 -0.532 0.347 0.132
C 3.5486 1.5983 -0.6771 0.614 -0.005 0.107
C 2.5862 1.5429 -2.0030 1.160 -0.299 0.021
C 1.5206 2.7803 -2.1436 -0.686 -0.400 -0.969
C 1.1182 3.5180 -0.7360 0.083 0.364 0.393
C 0.1243 4.8258 -0.9095 -0.602 4.653 0.970
C 0.4745 6.3237 -0.3427 -3.426 -3.369 -2.761
N 1.7058 6.7981 0.4022 2.087 0.539 -6.713
C 2.6956 6.9667 -0.5424 0.445 -2.332 1.698
S 4.1353 6.7824 -1.4840 -5.396 0.966 3.365
N -0.7188 7.1692 -0.7295 0.004 -3.787 -0.716
C -1.8165 6.3874 -1.4386 5.101 -1.584 1.845
N -1.2430 4.9751 -1.5387 1.456 3.661 1.519
C -2.0665 3.8819 -2.1821 -2.304 -0.337 -0.419
O -3.2961 3.7406 -1.3502 3.006 -0.846 -0.668
C -3.2181 2.5230 -0.5148 -1.629 -1.165 0.687
C -4.1323 1.3767 -1.3154 0.577 1.149 0.556
H 3.7798 -0.7191 -0.5233 1.520 2.157 -0.108
H 5.2797 0.1459 -1.3608 -1.601 0.232 1.655
H 5.0023 0.2829 0.5448 -1.028 -0.114 -2.286
H 4.2748 2.5350 -0.7853 -1.514 -1.857 0.314
H 2.9650 1.7198 0.3465 0.965 -0.214 -2.212
H 2.0984 0.4664 -2.0484 0.665 2.383 0.158
H 3.3124 1.6181 -2.9469 -1.835 -0.308 2.280
H 1.9405 3.5477 -2.9557 -0.896 -1.416 2.055
H 0.5430 2.3200 -2.6511 2.019 1.095 1.142
H 0.6607 2.7592 0.0640 0.762 1.646 -1.930
H 2.1045 3.9391 -0.2113 -2.275 -0.707 -1.234
H -0.6994 8.1938 -0.4806 -0.512 -1.614 -0.548
H -2.8691 6.8029 -1.8173 2.808 -1.196 1.007
H -1.5380 2.8414 -2.2653 -0.539 2.377 0.284
H -2.4175 4.2520 -3.2606 0.900 -0.770 2.444
H -3.7146 2.7678 0.5417 1.006 -0.378 -2.445
H -2.1300 2.1612 -0.2803 -1.856 0.806 -0.690
H -5.0267 1.9805 -1.8153 1.802 -1.511 1.286
H -3.4873 0.9257 -2.1838 -1.327 0.576 1.752
H -4.4982 0.5796 -0.5275 0.765 1.598 -1.993
C 6.9212 -2.8646 -0.9883 0.414 0.036 -0.011
Cl 5.9816 -3.4867 -2.3503 0.049 -0.016 -0.071
Cl 5.8694 -2.4311 0.3649 0.367 -0.286 0.086
H 7.6242 -3.6340 -0.6600 -0.256 0.142 -0.072
H 7.4702 -1.9765 -1.3108 -0.251 -0.191 0.064
C -5.6012 -2.3741 -0.1530 -0.262 -0.292 0.149
Cl -6.3445 -1.3481 -1.3857 -0.150 -0.091 0.001
Cl -3.8544 -2.1131 -0.0769 0.125 -0.097 -0.069
H -6.0391 -2.1362 0.8194 0.179 0.079 -0.326
H -5.7941 -3.4214 -0.3982 0.148 0.306 -0.045
C -3.4517 -1.8004 3.9912 0.315 0.263 0.010
Cl -3.2905 -2.6194 5.5494 0.090 0.046 -0.073
Cl -4.8637 -2.3898 3.1058 -0.056 -0.003 0.229
H -3.5622 -0.7270 4.1632 -0.133 -0.279 0.029
H -2.5547 -1.9882 3.3960 -0.291 -0.093 0.118
C -6.6359 -0.5219 5.8109 -0.239 -0.369 0.199
Cl -5.4708 -0.1153 7.0765 -0.155 -0.063 -0.069
Cl -6.5697 0.6466 4.4860 -0.039 0.011 -0.107
H -6.4047 -1.5159 5.4204 0.045 0.290 0.037
H -7.6416 -0.5183 6.2386 0.388 0.130 -0.134
C 3.3018 2.9914 -6.1612 0.109 0.275 -0.298
Cl 4.3752 2.2518 -4.9672 0.284 0.136 -0.328
Cl 1.6449 2.4027 -5.9782 -0.048 0.057 -0.045
H 3.3111 4.0755 -6.0249 -0.024 -0.319 0.071
H 3.6591 2.7424 -7.1635 -0.129 -0.060 0.304
C 6.9582 1.9067 2.7195 0.326 0.218 -0.055
Cl 5.3390 2.1706 3.3779 -0.025 0.108 -0.021
Cl 7.2329 0.1951 2.3730 0.089 0.086 -0.015
H 7.0636 2.4783 1.7942 -0.123 -0.224 0.205
H 7.6984 2.2453 3.4487 -0.266 -0.171 -0.122
C -3.1330 -0.6327 10.2560 0.002 -0.082 0.097
Cl -1.9678 -0.2261 11.5216 -0.038 -0.070 0.096
Cl -3.0668 0.5358 8.9311 0.089 0.088 0.037
H -2.9017 -1.6267 9.8655 0.142 0.984 0.251
H -4.1386 -0.6290 10.6837 0.257 0.123 -0.090
C 5.9538 7.7134 -4.5489 0.233 0.258 0.254
Cl 4.7161 6.7110 -5.3159 -0.169 -0.065 0.095
Cl 7.2534 8.0989 -5.6836 -0.080 0.000 0.188
H 5.4951 8.6433 -4.2041 0.068 -0.236 -0.216
H 6.3736 7.1714 -3.6979 -0.044 0.039 -0.321
C 6.0513 -0.6083 -7.2608 0.350 0.259 0.008
Cl 6.2125 -1.4274 -5.7026 0.037 0.050 0.088
Cl 4.6393 -1.1978 -8.1462 0.007 0.056 -0.139
H 5.9407 0.4650 -7.0888 -0.106 -0.298 0.062
H 6.9483 -0.7962 -7.8560 -0.467 -0.122 0.347
C -2.8161 -4.6024 10.6884 0.017 -0.367 0.367
Cl -3.5595 -3.5763 9.4558 -0.430 -0.951 -0.340
Cl -1.0693 -4.3414 10.7646 -0.097 -0.046 0.050
H -3.2540 -4.3644 11.6608 0.147 0.063 -0.292
H -3.0090 -5.6497 10.4432 0.089 0.331 -0.057
C 1.0658 -2.0488 1.3072 0.003 -0.367 0.678
Cl 2.8279 -2.1846 1.3457 -0.360 -0.186 0.177
Cl 0.5517 -0.7441 0.2309 -0.200 0.144 -0.140
H 0.6440 -2.9915 0.9502 0.298 0.593 0.101
H 0.7028 -1.8410 2.3168 0.175 0.141 -0.265
C -6.3993 3.0477 -4.3909 -0.268 0.206 0.208
Cl -7.0356 1.4130 -4.1723 -0.023 0.108 0.064
Cl -4.9862 3.0435 -5.4531 0.106 0.130 0.027
H -7.1759 3.6755 -4.8345 0.227 -0.250 0.014
H -6.1109 3.4505 -3.4169 0.012 -0.182 -0.245
C -0.2487 -3.7209 -1.9952 0.137 0.322 -0.337
Cl -0.0875 -4.5400 -0.4370 -0.104 -0.419 -0.236
Cl -1.6607 -4.3103 -2.8806 0.082 0.087 -0.019
H -0.3593 -2.6475 -1.8232 -0.061 -0.319 0.046
H 0.6483 -3.9088 -2.5904 -0.256 -0.088 0.203
C 5.7018 -6.3475 0.2790 0.131 0.224 -0.256
Cl 6.7752 -7.0871 1.4729 0.083 0.081 -0.055
Cl 4.0449 -6.9362 0.4620 -0.031 0.098 -0.100
H 5.7111 -5.2633 0.4153 -0.093 -0.302 0.096
H 6.0591 -6.5964 -0.7233 -0.125 -0.056 0.295
C -8.9121 -0.2159 9.1710 0.302 -0.159 0.129
Cl -9.7635 0.8326 10.3114 0.189 -0.026 0.100
Cl -9.8049 -0.3615 7.6521 0.045 -0.031 0.086
H -7.9265 0.2086 8.9650 -0.305 0.001 0.002
H -8.8010 -1.2083 9.6148 -0.172 0.265 -0.121
C 7.6017 -1.5580 -11.1849 -0.303 -0.032 -0.406
Cl 8.1744 -3.2231 -11.3398 -0.101 0.091 -0.104
Cl 8.2880 -0.7798 -9.7536 0.186 0.409 -0.475
H 7.8994 -0.9952 -12.0729 0.054 -0.159 0.303
H 6.5122 -1.5629 -11.0992 0.307 -0.052 0.118
C 8.8037 -4.2638 -6.5062 -0.026 -0.106 -0.083
Cl 9.9689 -3.8572 -5.2405 0.025 -0.045 0.157
Cl 8.8699 -3.0953 -7.8311 -0.062 -0.180 0.210
H 9.0350 -5.2578 -6.8967 0.105 0.751 0.097
H 7.7981 -4.2602 -6.0785 0.323 0.130 -0.102
C -10.4026 -2.9188 4.4672 -0.293 -0.176 -0.210
Cl -9.4040 -1.4612 4.5206 -0.161 -0.033 -0.406
Cl -10.0849 -3.9590 5.8609 -0.058 -0.039 -0.067
H -11.4561 -2.6288 4.4726 0.318 -0.016 0.106
H -10.1768 -3.4715 3.5520 0.054 0.158 0.299
C -13.3446 1.7151 10.0668 0.282 -0.124 -0.168
Cl -14.4235 0.7157 11.0476 0.061 -0.092 -0.042
Cl -13.7672 3.4266 10.1992 0.081 0.030 -0.077
H -12.3175 1.5746 10.4121 -0.414 0.081 -0.030
H -13.4276 1.4081 9.0213 -0.080 0.113 0.297
C 6.2707 -7.0240 -7.2027 -0.356 -0.261 -0.037
Cl 7.9001 -7.2130 -6.5436 -0.277 -0.779 0.139
Cl 6.0659 -5.4333 -7.9463 -0.168 -0.039 -0.070
H 6.1011 -7.7945 -7.9586 0.160 0.261 0.154
H 5.5445 -7.1346 -6.3936 0.274 0.115 -0.162
```
Forces are in eV/Å.

(2)
Formula: C4H9O3
Source: the OMol25 dataset
Level of theory: wB97M-V/def2-TZVPD

## Properties
Charge: -1
Gap between HOMO and LUMO (eV): 7.979
2S+1: 1
Molar mass (g mol⁻¹): 105.11
HOMO level (hartree): -0.1524

Structure (XYZ):
```
16
Properties=species:S:1:pos:R:3:forces:R:3
C -1.7521 -0.6074 -0.0625 0.739 -3.071 5.022
C -1.0829 -1.8992 -0.4755 2.047 -1.891 -1.671
O -2.1791 -0.7716 1.3349 0.824 1.293 1.950
H -1.1225 0.1685 0.0907 3.059 2.101 -0.613
H -2.5170 -0.1123 -0.4924 -3.066 0.256 -2.552
H -1.5692 -2.2827 -1.4399 1.309 0.462 0.977
H -1.5257 -0.2350 1.9149 -1.603 -1.476 -1.578
H -0.7575 -2.8900 0.1270 -2.246 2.407 -0.161
H 0.0079 -1.5990 -0.5267 -1.335 -0.524 -0.945
C 1.2396 0.3182 -1.5201 -2.287 3.474 0.360
C 1.3912 0.9948 -0.0488 -0.355 1.118 1.747
O 1.6795 0.1904 0.9333 -0.699 1.442 -2.728
O 1.1532 2.2747 0.0749 0.656 -3.540 -0.889
H 0.6124 0.9891 -2.2562 1.043 -0.906 1.584
H 0.7353 -0.6030 -1.4972 -0.303 -0.917 0.144
H 2.1316 0.1769 -2.0242 2.218 -0.229 -0.646
```
Forces are in eV/Å.

(3)
Formula: C4H8
Source: the OMol25 dataset
Level of theory: wB97M-V/def2-TZVPD

## Properties
Gap between HOMO and LUMO (eV): 10.896
2S+1: 1
Molar mass (g mol⁻¹): 56.11
Structure (SMILES): C#CC.C
HOMO level (hartree): -0.3645

Structure (XYZ):
```
12
Properties=species:S:1:pos:R:3:forces:R:3
C 1.1767 -0.6572 2.1489 -0.490 0.128 -0.751
C 0.8166 -0.6263 0.9970 0.714 -0.170 0.722
C 0.5077 -0.5772 -0.4315 0.406 -0.272 0.099
H 1.4296 -0.6388 3.1830 0.018 -0.062 -0.081
H 0.0494 0.3778 -0.6514 0.137 -0.211 -0.122
H 1.4188 -0.6599 -1.0424 -0.177 -0.022 0.292
H -0.1557 -1.4031 -0.7124 -0.011 0.290 0.008
C -1.7620 1.3400 -1.7046 -1.246 0.846 -0.446
H -2.8560 1.3249 -1.8544 0.436 -0.107 -0.032
H -1.2873 0.7390 -2.4733 0.097 -0.097 0.111
H -1.5686 0.9949 -0.7048 -0.033 -0.076 0.164
H -1.4644 2.3896 -1.8032 0.150 -0.248 0.036
```
Forces are in eV/Å.

(4)
Formula: C40H63F3N6O7P
Source: the OMol25 dataset
Level of theory: wB97M-V/def2-TZVPD

## Properties
Charge: +1
Gap between HOMO and LUMO (eV): 8.910
2S+1: 1
Molar mass (g mol⁻¹): 827.95
HOMO level (hartree): -0.3994

Structure (XYZ):
```
120
Properties=species:S:1:pos:R:3:forces:R:3
C 2.3563 -2.5671 0.9244 -0.427 -0.067 -0.076
C 2.0242 -1.6016 2.0521 0.218 -0.311 -0.028
O 2.4164 -0.2850 1.6948 -0.205 0.020 0.035
C 1.4545 0.7367 1.8688 0.193 0.286 0.069
C 0.9037 1.1822 0.5126 0.355 -0.004 0.091
O -0.5244 1.3127 0.5751 -0.373 -0.138 0.205
N -1.1412 0.8187 -0.5635 0.683 -0.240 -0.779
C -1.5687 -0.5550 -0.4202 0.076 -0.150 0.435
C -2.6373 -0.8276 0.6563 -0.065 -0.363 -0.353
C -2.1218 -0.6670 2.0510 -0.102 0.418 0.363
N -2.7445 0.0264 2.9031 -0.022 -0.159 -0.142
C -1.8849 -1.2261 -1.8022 -0.167 0.050 0.567
C -3.4046 -1.3088 -2.0973 0.214 0.111 -0.541
C -4.1261 -2.6121 -1.8029 -0.517 -0.030 -0.321
O -5.5063 -2.2405 -1.6366 0.332 0.250 0.660
C -6.3455 -3.2954 -1.4349 -0.077 0.193 -0.255
C -7.4696 -2.9879 -0.5041 -0.273 -0.052 -0.145
O -6.1782 -4.3380 -1.9902 0.199 -0.595 -0.024
C -1.2036 -2.6095 -1.7886 0.058 -0.009 -0.325
C -1.1407 -3.4390 -3.1127 0.094 -0.554 0.075
N -1.8098 -2.7606 -4.2309 0.188 0.227 -0.244
N 0.2633 -3.6598 -3.5338 -0.014 0.120 0.316
N -1.8231 -4.6985 -2.8731 -0.223 0.287 -0.127
N -1.2968 -0.3369 -2.8818 -0.034 0.197 -0.205
C 0.1893 -0.3722 -2.9655 0.185 -0.177 0.108
C -1.8728 1.0478 -2.8662 -0.167 0.724 0.088
C -1.4287 1.8028 -4.1203 -0.236 -0.255 -0.243
O -1.6968 0.9201 -5.1992 0.143 -0.127 0.112
C -0.7523 0.9954 -6.2619 -0.158 0.070 -0.001
C -1.6477 1.7753 -1.5169 -0.709 0.159 0.153
C -0.7230 2.9997 -1.5954 0.457 0.088 0.228
O -1.4151 4.0754 -2.1775 -0.153 -0.244 -0.141
C -1.3520 5.2950 -1.4305 0.141 0.525 0.242
C -2.3264 6.2992 -2.0380 -0.054 -0.399 -0.021
P -3.2881 2.4907 -0.9371 0.190 0.377 0.711
O -3.1702 3.1905 0.3613 0.018 0.015 -0.276
H 3.2833 -2.2772 0.4315 0.040 -0.066 0.067
H 1.5469 -2.5785 0.1840 0.124 0.142 -0.116
H 2.4454 -3.5858 1.3005 0.076 0.060 -0.008
H 2.5595 -1.9003 2.9573 0.009 0.081 0.013
H 0.9535 -1.6518 2.2726 0.011 0.112 0.056
H 1.9557 1.5724 2.3626 -0.001 -0.043 0.019
H 0.6264 0.4350 2.5159 0.008 -0.128 -0.029
H 1.3494 2.1344 0.2217 -0.178 -0.034 -0.093
H 1.2032 0.4339 -0.2223 -0.175 -0.075 -0.011
H -0.6833 -1.0794 -0.0319 0.113 0.124 -0.088
H -3.5552 -0.2560 0.5309 0.066 0.135 0.059
H -2.9048 -1.8869 0.5491 -0.054 0.027 0.075
H -1.1958 -1.1973 2.2998 0.035 -0.079 -0.134
H -2.2737 0.0022 3.8062 0.024 0.003 0.029
H -3.9364 -0.5005 -1.6022 0.030 -0.117 0.173
H -3.5333 -1.1278 -3.1665 -0.110 -0.025 0.004
H -4.0541 -3.3272 -2.6205 0.184 0.012 0.085
H -3.8013 -3.1222 -0.8952 0.027 0.062 0.036
H -7.1983 -2.2342 0.2281 -0.034 0.020 0.016
H -8.3171 -2.6358 -1.0970 0.025 0.089 0.080
H -7.7719 -3.9215 -0.0346 -0.009 0.080 0.067
H -1.7471 -3.1802 -1.0343 0.011 -0.070 -0.093
H -0.1888 -2.5466 -1.3950 -0.045 0.281 0.009
H -2.6431 -3.2572 -4.5247 -0.123 0.079 0.176
H -1.1664 -2.7719 -5.0144 -0.023 -0.098 -0.013
H 0.4869 -4.6427 -3.4381 -0.019 -0.001 -0.182
H 0.9317 -3.1728 -2.9505 0.014 0.033 0.001
H -1.4030 -5.2218 -2.1161 -0.014 -0.071 0.001
H -1.8490 -5.2618 -3.7148 0.087 -0.121 0.052
H -1.6474 -0.7413 -3.7670 0.092 -0.231 0.031
H 0.4759 -1.1889 -3.6228 -0.028 -0.012 -0.022
H 0.6193 -0.5167 -1.9799 -0.058 0.041 -0.025
H 0.5724 0.5524 -3.3775 -0.054 0.057 0.015
H -2.9514 0.9519 -3.0180 0.067 -0.474 0.022
H -2.0414 2.7034 -4.2031 0.139 0.078 0.043
H -0.3795 2.1001 -4.1209 0.001 0.049 0.083
H -1.0986 0.3199 -7.0405 0.001 0.032 0.009
H 0.2405 0.6767 -5.9273 0.015 0.064 -0.006
H -0.6992 2.0100 -6.6617 0.044 -0.016 -0.034
H 0.1844 2.7718 -2.1677 0.010 -0.031 0.019
H -0.4057 3.2524 -0.5836 -0.122 -0.039 0.018
H -0.3287 5.6853 -1.4455 0.031 -0.126 -0.146
H -1.6098 5.0976 -0.3873 -0.023 -0.156 -0.033
H -2.6901 5.9025 -2.9869 0.065 0.107 -0.068
H -3.1932 6.4300 -1.3920 0.020 0.124 -0.018
H -1.8509 7.2585 -2.2249 -0.071 0.047 0.043
H -3.8135 3.2473 -1.9985 -0.066 -0.184 -0.190
H -4.1484 1.3731 -0.8975 0.054 -0.058 -0.194
F 4.2778 -4.0369 2.7170 0.058 -0.049 0.092
C 5.3985 -4.4183 2.0595 0.042 0.017 -0.028
C 6.1943 -3.4437 1.4939 -0.009 0.072 -0.013
C 7.3418 -3.8389 0.8209 -0.008 -0.041 0.000
C 7.6682 -5.1842 0.7207 0.006 -0.002 -0.006
C 6.8459 -6.1415 1.2989 0.013 0.039 -0.017
C 5.6978 -5.7622 1.9799 -0.044 -0.057 0.015
H 5.9189 -2.4014 1.5865 -0.003 -0.005 0.028
H 7.9846 -3.0907 0.3771 0.001 0.011 -0.006
H 8.5640 -5.4859 0.1958 0.007 -0.004 -0.001
H 7.0983 -7.1903 1.2228 0.005 -0.011 0.012
H 5.0466 -6.4892 2.4458 -0.008 0.012 0.006
F 2.7297 3.7696 0.0054 0.054 0.103 -0.047
C 3.3675 4.4279 1.0129 -0.003 -0.008 0.052
C 2.7500 5.5224 1.5787 -0.075 0.023 -0.021
C 3.4005 6.1802 2.6130 0.038 -0.022 0.008
C 4.6407 5.7398 3.0533 0.001 0.004 0.004
C 5.2353 4.6342 2.4614 -0.028 0.033 0.012
C 4.5958 3.9623 1.4293 0.033 -0.066 -0.023
H 1.7844 5.8485 1.2161 -0.002 -0.013 -0.002
H 2.9339 7.0390 3.0757 -0.006 0.012 -0.004
H 5.1427 6.2575 3.8587 0.005 0.002 0.006
H 6.2019 4.2903 2.8028 0.005 -0.012 0.007
H 5.0348 3.0938 0.9572 -0.008 0.006 -0.014
F 2.4376 1.8465 5.1824 0.007 -0.009 -0.010
C 1.3328 1.5453 5.8974 -0.036 -0.043 0.019
C 0.0980 1.7024 5.3027 -0.085 0.050 -0.172
C -1.0404 1.3941 6.0346 0.040 -0.046 0.060
C -0.9275 0.9382 7.3410 -0.002 -0.024 0.001
C 0.3282 0.7879 7.9143 -0.032 0.011 -0.031
C 1.4744 1.0893 7.1919 0.055 -0.011 0.037
H 0.0337 2.0719 4.2873 -0.005 0.031 0.014
H -2.0171 1.5182 5.5846 -0.010 0.062 0.007
H -1.8154 0.7038 7.9118 -0.003 0.001 0.008
H 0.4190 0.4369 8.9331 0.007 -0.011 0.008
H 2.4615 0.9769 7.6188 0.005 0.016 -0.007
```
Forces are in eV/Å.

no.,total energy (Ha),lowest unoccupied orbital energy (eV)
1,-20299.986424,-4.1
2,-383.489409,3.8
3,-157.122159,1.0
4,-3057.793189,-2.0